one.
Density functional theory data (ωB97M-V/def2-TZVPD) for an isolated molecule of C2H4BrCl.

Summary:
Gap between HOMO and LUMO in Ha: 0.39786
Structure (SMILES): C[C@H](Cl)Br

Atoms and positions in Å:
1 C 0.149 -0.106 0.320
2 C -1.170 0.614 -0.347
3 Cl -1.460 2.313 0.021
4 Br -2.777 -0.624 0.061
5 H -0.252 -0.481 1.191
6 H 0.453 -1.016 -0.234
7 H 0.933 0.587 0.479
8 H -0.972 0.485 -1.483


two.
Density functional theory data (ωB97M-V/def2-TZVPD) for a cluster of 2 separate species, C2H4BrCl in total.

Summary:
Gap between HOMO and LUMO (spin up / spin down) in Ha: 0.24103 / 0.24087

Atoms and positions in Å:
1 C 0.692 -0.358 -0.285
2 C -0.466 -0.009 0.530
3 Cl 0.215 1.957 -2.062
4 Br -0.689 -1.487 1.812
5 H 0.634 -1.385 -0.678
6 H 1.441 0.418 -0.403
7 H -1.445 -0.040 0.017
8 H -0.383 0.905 1.068


The calculated energies rank the structures as follows, beginning with the most stable: one, two.


one.
Density functional theory data (ωB97M-V/def2-TZVPD) for a cluster of 2 separate species, CH3BrOS in total.

Summary:
Gap between HOMO and LUMO (spin up / spin down) in Ha: 0.30759 / 0.30197

Atoms and positions in Å:
1 C -0.480 -0.447 0.493
2 O 2.237 -0.042 -0.843
3 S 0.457 1.084 0.324
4 Br -0.429 1.909 -1.415
5 H -0.178 -1.071 1.348
6 H -0.097 -0.853 -0.375
7 H -1.510 -0.579 0.469


two.
Density functional theory data (ωB97M-V/def2-TZVPD) for a cluster of 2 separate species, CH3BrOS in total.

Summary:
Gap between HOMO and LUMO (spin up / spin down) in Ha: 0.20004 / 0.27251

Atoms and positions in Å:
1 C -0.253 -0.230 0.117
2 O -0.350 -1.567 0.543
3 S 0.235 -2.894 -0.150
4 Br 3.540 0.062 0.013
5 H -0.275 -0.209 -1.035
6 H 0.666 0.075 0.552
7 H -0.884 0.393 0.750


The calculated energies rank the structures as follows, beginning with the most stable: two, one.